1.
A 4-piece molecular cluster, C19H40F7N2O5S overall in a non-equilibrium geometry, computed with ωB97M-V with the def2-TZVPD basis set.

XYZ file:
```
74
Properties=species:S:1:pos:R:3:mulliken_charge:R:1
S -1.0268 -1.6025 -1.0833 1.386
F 0.9809 -1.6620 -2.7633 -0.245
F 1.4739 -0.7267 -0.8936 -0.159
F -3.6839 2.3454 1.0938 -0.248
F -3.3455 4.2053 -1.8565 -0.309
F -3.6682 4.5219 0.6726 -0.286
F 1.1854 -2.8477 -0.9791 -0.185
F -4.7605 2.6317 -1.2002 -0.298
O 1.2089 -1.1123 4.8833 -0.563
O -1.1449 -1.3343 0.3195 -0.525
O 3.5969 5.5239 -3.5991 -0.507
O -1.0909 -6.2430 5.5268 -0.493
O -1.6000 -2.7562 -1.7115 -0.674
N -1.2637 2.2429 -2.2943 0.362
N -0.5743 3.1705 -1.4449 -0.419
C 2.5202 2.5537 -0.5050 -1.068
C 3.5953 4.4393 -4.5295 0.982
C -2.0836 -8.4453 5.2949 -1.343
C -0.5654 0.8873 -2.4056 -0.317
C 0.0674 -1.8722 4.4810 0.351
C 0.7941 -1.7147 -1.4565 0.601
C 1.7581 3.8175 -0.9291 -0.540
C -2.1548 -6.9744 4.9174 0.423
C 0.7273 3.6106 -2.0266 -0.844
C 3.4506 4.9488 -5.9544 -1.431
C -1.6219 -0.1485 -1.9640 0.078
C 4.8423 3.5858 -4.3575 -1.275
C 0.2448 -2.3756 3.0564 -0.990
C -3.1203 3.3288 0.3467 0.354
C -2.1415 -6.7783 3.4086 -1.174
C -0.2034 -3.0086 5.4514 -1.188
C -2.6802 1.9472 -1.8833 -0.221
C -3.4694 3.0368 -1.1425 0.449
C -2.5568 0.6611 -1.0841 -1.486
H -3.5034 0.2076 -0.8045 0.667
H -1.1536 -8.8852 4.9240 0.362
H 0.3886 0.9049 -1.8909 -0.146
H -2.9766 -7.2945 2.9338 0.387
H 1.0517 2.9084 -2.7980 0.433
H -0.7631 -1.1644 4.5097 0.262
H -2.1009 -8.5627 6.3779 0.322
H 0.6394 -3.7048 5.4666 0.262
H 5.7349 4.1768 -4.5745 0.355
H 4.9248 3.2256 -3.3313 0.282
H 4.3040 5.5788 -6.2149 0.360
H -3.0652 -6.5381 5.3311 0.257
H -1.0936 -3.5716 5.1760 0.296
H -0.3332 -2.6246 6.4630 0.353
H 0.4299 -1.5411 2.3814 0.182
H 2.2199 1.6722 -1.0744 0.090
H 3.4051 4.1262 -6.6687 0.367
H -0.2612 -6.6001 5.1920 0.329
H 4.8326 2.7267 -5.0290 0.368
H -0.6379 -2.9140 2.7101 0.294
H 2.3610 2.3213 0.5502 0.334
H -2.1398 -0.5010 -2.8586 0.423
H -3.2719 1.7561 -2.7843 0.422
H -2.2005 -5.7179 3.1597 0.220
H 0.5682 4.5700 -2.5334 0.482
H 1.1033 -3.0520 2.9995 0.388
H -2.0478 3.3640 0.5446 0.278
H 1.1997 4.1939 -0.0642 0.309
H -1.2126 -7.1715 2.9860 0.334
H 3.5969 2.6683 -0.6391 0.374
H -2.9178 -9.0049 4.8704 0.381
H 2.7156 3.8438 -4.2664 -0.200
H -1.2922 2.6036 -3.2546 0.589
H 2.4301 4.6275 -1.2210 0.411
H -1.1818 3.9774 -1.3531 0.351
H 2.5487 5.5522 -6.0586 0.355
H 1.9672 -1.7061 4.8857 0.350
H -0.3356 0.7335 -3.4617 0.155
H 4.3679 6.0676 -3.7953 0.337
H -1.9909 0.8921 -0.1738 0.425
```

Summary:
Net charge   +1
Frontier orbital gap   8.160 eV
Calculated total energy   -63418.3142 eV

---

2.
A 4-piece molecular cluster, C19H40F7O8PS overall in a non-equilibrium geometry, computed with ωB97M-V with the def2-TZVPD basis set.

XYZ file:
```
76
Properties=species:S:1:pos:R:3:mulliken_charge:R:1
S -0.6583 -0.2257 -1.8181 1.066
P -1.1604 0.0785 -3.9126 -0.026
F -1.2103 -2.5639 -0.7499 -0.224
F -0.2959 -2.6870 -2.7320 -0.272
F 1.0954 -3.5342 -0.3535 -0.305
F 2.5611 -3.4666 -2.3859 -0.261
F 1.9890 -1.4266 -2.9308 -0.184
F 1.3437 -1.4291 0.1280 -0.265
F 3.3921 -1.7585 -1.3180 -0.252
O -1.8677 -0.0094 -1.0776 -0.657
O -2.6759 -0.3370 3.0201 -0.373
O 4.4636 0.7157 -6.2219 -0.357
O 0.4805 0.5838 -1.4826 -0.601
O -4.3772 -2.7213 2.7555 -0.394
O -2.9108 0.8586 7.6688 -0.347
O 6.7191 -0.4442 -4.7266 -0.414
O -2.9319 3.1904 9.4614 -0.370
C 7.2986 0.8455 -4.6438 -0.713
C -3.9314 -1.9152 1.6723 -0.581
C 0.1738 -0.3543 -6.6850 -1.620
C 2.2872 -2.2354 -1.9152 0.670
C -2.2038 -0.8462 4.2541 -0.510
C 0.5602 0.9445 -5.9976 -0.345
C -2.7831 3.2537 8.0517 -0.628
C -3.6347 0.1305 8.6441 -0.781
C 0.3506 0.9984 -4.4661 0.778
C 5.2367 0.6246 -7.4053 -0.815
C -2.5933 -1.2729 1.9532 -0.027
C -3.4953 2.1146 7.3581 -0.355
C 1.1216 -2.2844 -0.8735 0.542
C -0.2541 -2.0431 -1.5417 0.421
C 5.3652 -0.4810 -4.3087 -0.527
C -1.7994 2.6568 10.1227 -0.699
C -5.3394 -2.0807 3.5703 -0.723
C 4.4144 -0.4977 -5.4861 0.033
C 0.1644 2.4475 -4.0267 -1.688
H -2.0898 2.4406 11.1494 0.243
H -0.6388 2.9144 -4.5855 0.452
H -3.0004 -0.6873 8.9823 0.241
H -1.8434 -2.0400 2.1744 0.298
H 3.3916 -0.6056 -5.1114 0.017
H -0.0411 2.5396 -2.9703 0.457
H -3.8938 0.7531 9.5033 0.365
H 0.7107 -1.2084 -6.2920 0.304
H 8.2412 0.8177 -5.1876 0.252
H -5.0292 -1.0691 3.8428 0.317
H 5.1406 0.3594 -3.6453 0.366
H -1.7246 3.2615 7.7757 0.337
H -2.6138 -1.8367 4.4668 0.321
H -1.1091 -0.8983 4.2538 0.320
H -6.3094 -2.0393 3.0618 0.322
H -4.5486 -0.2900 8.2104 0.307
H 7.5025 1.1088 -3.6005 0.325
H -1.4542 1.7332 9.6527 0.303
H 0.4451 -0.2777 -7.7329 0.399
H -2.5204 -0.1632 5.0418 0.006
H 4.6262 -1.3518 -6.1361 0.344
H 1.6116 1.1318 -6.1669 0.304
H -0.8947 -0.5251 -6.6682 0.551
H 5.4053 1.6375 -7.7670 0.263
H 1.2214 0.5924 -3.9634 -0.062
H -0.0316 1.7446 -6.4226 0.399
H -3.4101 2.2539 6.2756 0.347
H 4.6980 0.0611 -8.1750 0.313
H 6.6562 1.6072 -5.0916 0.305
H -5.4469 -2.6709 4.4793 0.249
H -1.0497 -1.2086 -4.4735 0.037
H -4.5583 2.1181 7.6158 0.345
H -3.8314 -2.5699 0.8010 0.393
H 6.2037 0.1521 -7.2202 0.355
H 5.2269 -1.4066 -3.7401 0.241
H -4.6739 -1.1481 1.4337 0.314
H 1.0730 2.9808 -4.2841 0.361
H -3.2253 4.1981 7.7201 0.377
H -2.2742 -0.7311 1.0592 0.096
H -0.9822 3.3862 10.1350 0.319
```

Summary:
Net charge   0
SMILES   CC[C@@H](C)PS(=O)(=O)C(F)(F)C(F)(F)C(F)(F)F.COCCOC.COCCOC.COCCOC
Frontier orbital gap   9.080 eV
Calculated total energy   -75873.0751 eV

---

3.
A 5-piece molecular cluster, C19H40F9O14S5 overall in a non-equilibrium geometry, computed with ωB97M-V with the def2-TZVPD basis set.

XYZ file:
```
87
Properties=species:S:1:pos:R:3:mulliken_charge:R:1
S 2.9648 4.3091 -8.3039 1.163
S 5.8973 0.1346 -3.9659 1.158
S 0.9994 -2.0224 1.7434 1.332
S -9.5908 -0.8629 5.1502 1.197
S -4.3751 -1.3766 6.5495 1.212
F 0.0560 -0.4672 -0.2326 -0.257
F 2.8886 0.1089 -0.3733 -0.204
F 0.4169 -2.7117 0.3056 -0.360
F 1.5193 1.7959 0.2000 -0.359
F 1.5033 -1.4603 3.2199 -0.304
F 1.0422 -3.5612 2.3792 -0.303
F -0.0768 0.4132 1.8514 -0.235
F -0.6263 -1.9553 2.2412 -0.404
F 2.5240 -2.2751 1.1615 -0.269
O 2.6154 3.5202 -9.6721 -0.300
O 7.7097 -2.9077 0.5651 -0.800
O -3.4174 -1.0343 7.5668 -0.630
O 6.8819 0.1258 -5.0162 -0.629
O 4.7308 1.1878 -4.3537 -0.221
O -5.0768 -0.3731 5.7906 -0.598
O -10.1277 -2.2424 4.4956 -0.269
O 1.7393 4.5911 -7.6051 -0.622
O -10.5908 0.1556 4.9678 -0.624
O 6.2562 0.3210 -2.5868 -0.538
O -3.6968 -2.4304 5.5280 -0.290
O 8.0304 -1.2002 2.0441 -0.688
O 4.0767 3.6603 -7.6609 -0.579
O -9.0190 -1.1489 6.4404 -0.595
C 4.9196 -1.3361 -4.1029 -0.894
C 5.7581 -1.2668 0.8615 0.119
C -12.4447 -2.4654 5.2141 -0.995
C -2.8324 -1.9299 4.5057 -0.300
C -11.0411 -3.0409 5.2465 -0.325
C 4.1614 0.1498 2.4258 -0.424
C 2.0762 0.5544 0.7273 0.843
C 0.7894 -0.3434 0.9920 0.602
C -8.2761 -0.5689 3.9981 -0.931
C 4.9610 2.5752 -4.1135 -0.335
C 5.4185 0.2241 1.3830 -0.331
C -5.5632 -2.4866 7.2532 -0.926
C 2.9066 1.0297 2.0007 -1.126
C 2.3632 2.1167 -9.6015 -0.290
C 7.2448 -1.7515 1.2044 0.316
C 0.9749 1.8241 -9.0637 -0.986
C -1.4660 -1.5675 5.0548 -0.604
C 5.8735 3.1810 -5.1632 -1.011
C 3.5380 5.8077 -9.0552 -0.979
H -12.4922 -1.5152 5.7504 0.298
H 3.1319 1.6153 -9.0064 0.299
H -1.5275 -0.7095 5.7282 0.348
H -10.6889 -3.1677 6.2745 0.312
H 5.5106 2.9557 -6.1660 0.238
H 2.1445 1.1568 2.8598 0.307
H 2.7527 6.2016 -9.6992 0.345
H 5.1076 0.8795 0.5035 0.131
H 5.0532 -2.0682 1.3041 0.013
H -6.2660 -2.7897 6.4785 0.254
H 4.5795 0.6341 3.3920 0.327
H -2.7208 -2.7279 3.7678 0.203
H -8.6905 -0.5428 2.9909 0.354
H 0.8907 2.1148 -8.0143 0.291
H 6.3419 0.6596 1.8872 0.471
H -1.0464 -2.3982 5.6278 0.281
H 4.1414 -1.3148 -3.3413 0.205
H 0.2192 2.3874 -9.6167 0.267
H 5.6557 -1.2927 -0.2888 -0.103
H -3.2915 -1.0790 3.9940 0.316
H 3.7568 6.5182 -8.2579 0.365
H -0.7827 -1.3121 4.2475 0.024
H 4.4402 5.5937 -9.6261 0.315
H -6.0865 -1.9555 8.0484 0.379
H 4.4871 -1.3799 -5.1020 0.334
H 3.2745 2.1002 1.7734 0.401
H 3.9217 -0.9302 2.7365 0.280
H 3.9873 3.0696 -4.1576 0.307
H -12.7598 -2.2723 4.1859 0.262
H 2.4412 1.7301 -10.6204 0.267
H 0.7496 0.7579 -9.1374 0.385
H 6.8847 2.7745 -5.0864 0.365
H -13.1540 -3.1523 5.6814 0.387
H -11.0494 -4.0309 4.7842 0.279
H 5.5781 -2.1904 -3.9443 0.399
H 5.9355 4.2651 -5.0417 0.400
H 5.3573 2.7323 -3.1059 0.292
H -7.8271 0.3944 4.2406 0.382
H -5.0392 -3.3489 7.6638 0.345
H -7.5366 -1.3623 4.0951 0.264
```

Summary:
Net charge   -1
Frontier orbital gap   4.061 eV
Calculated total energy   -127645.3657 eV